Entry 1:
The following is a DFT calculation (ωB97M-V with the def2-TZVPD basis set) of 11 unconnected molecules or ions with the total composition H22O11 in a non-equilibrium geometry.

* frontier orbital gap: 0.3503 hartree
* ΔE to the lowest compared entry with this formula, charge and spin: 378.69 kJ/mol
* maximum force: 2.06 eV Å⁻¹
* total energy: -840.73590 a.u.

```
! RIJCOSX wB97M-V def2-TZVPD def2/J DEFGRID3
* xyz 0 1
O -0.86671 -0.40207 0.03480
H -0.91103 -1.32785 -0.22969
H 0.02892 -0.29812 0.37544
O 2.58732 -0.60345 1.85083
H 2.68616 -0.46358 0.90232
H 1.96372 -1.33546 1.91621
O -0.34882 -3.30004 -1.69105
H 0.27616 -2.96430 -1.03862
H -1.12738 -3.53194 -1.17235
O 0.57667 2.80037 -1.20234
H 1.45848 3.11176 -0.96904
H 0.11847 3.59460 -1.49940
O -1.99789 -2.31215 2.51565
H -1.08043 -2.60730 2.50358
H -2.35594 -2.69246 3.32568
O 1.60918 -3.80798 -0.19375
H 2.29034 -3.17666 0.06400
H 1.69248 -4.51925 0.45134
O -2.14129 1.82186 2.24122
H -2.02638 0.88233 2.05934
H -1.24394 2.14553 2.37898
O 2.50890 -1.41840 -2.15760
H 2.53754 -1.04005 -1.27159
H 2.31257 -2.35017 -2.00848
O -1.51685 3.57372 -0.54289
H -1.48672 4.33474 -1.13360
H -1.47906 3.96000 0.33935
O -1.23821 1.24063 -2.46447
H -1.84856 1.87381 -2.85886
H -0.37712 1.66715 -2.53921
O 0.57624 2.45203 1.41806
H 0.89186 1.73951 0.85088
H -0.30854 2.64160 1.08606
*
```

***

Entry 2:
The following is a DFT calculation (ωB97M-V with the def2-TZVPD basis set) of 2 unconnected molecules or ions with the total composition C12H18N2S in a non-equilibrium geometry.

* frontier orbital gap: 0.2689 hartree
* ΔE to the lowest compared entry with this formula, charge and spin: 463.10 kJ/mol
* maximum force: 4.47 eV Å⁻¹
* total energy: -975.55790 a.u.

```
! RIJCOSX wB97M-V def2-TZVPD def2/J DEFGRID3
* xyz 0 1
C -0.72658 -0.72993 3.39325
C -1.77473 -0.56936 2.44827
C 0.43233 -1.35875 2.84230
C -1.52284 -0.74483 1.10899
C 0.62353 -1.64183 1.49934
C -0.37053 -1.19464 0.62814
C 1.87352 -1.31208 -1.33399
C 1.10303 2.08542 0.57881
C -0.75329 3.69205 0.89660
C -0.32767 -0.92124 -3.58565
C -0.08263 2.62470 -0.07729
C 0.26628 -2.24556 -2.80033
N -0.43164 -1.56519 -0.70859
N 0.63731 -1.66965 -1.56008
S 2.61697 2.01402 -0.04744
H -0.72764 -0.58325 4.51266
H -2.81311 -0.14022 2.74385
H 1.22808 -1.51249 3.55447
H -2.20188 -0.31254 0.38626
H 1.42480 -2.26133 0.97369
H 2.23866 -1.04150 -0.40044
H 2.70352 -1.32797 -2.01488
H 0.95889 1.84820 1.63400
H -1.56478 3.99778 0.31564
H -0.08088 4.51334 1.16444
H -1.14964 3.31385 1.85357
H -0.68317 -1.25412 -4.59198
H -1.14622 -0.62257 -2.83300
H 0.24559 0.05118 -3.65925
H 0.23765 2.95025 -1.09805
H -0.76785 1.70469 -0.07589
H -0.52447 -2.95110 -2.57644
H 1.05939 -2.83534 -3.17096
*
```

***

Entry 3:
The following is a DFT calculation (ωB97M-V with the def2-TZVPD basis set) of a molecular structure, C5H7MgN4O7P2 in a non-equilibrium geometry.

* frontier orbital gap: 0.3437 hartree
* ΔE to the lowest compared entry with this formula, charge and spin: 27.96 kJ/mol
* maximum force: 2.53 eV Å⁻¹
* total energy: -1823.77624 a.u.

```
! RIJCOSX wB97M-V def2-TZVPD def2/J DEFGRID3
* xyz -1 1
Mg 1.23303 0.50340 -0.34843
O 3.42213 0.10240 0.15677
P 2.94383 -1.35110 -0.45163
O 4.08443 -2.21270 -0.78003
O 1.91483 -0.95160 -1.46953
O 2.14383 -2.00750 0.82067
P 1.46823 -1.12980 1.99107
O 2.81663 -0.52480 2.73767
O 0.75773 -2.00960 2.93097
O 0.77183 0.06050 1.39967
H 3.66963 -0.00440 1.08307
H 2.95553 -1.08870 3.49447
N 1.02303 3.63010 -0.87563
C 1.23873 2.51090 -0.71693
N -3.86367 2.06040 -0.78203
C -3.03747 0.97710 -0.81553
C -1.63907 1.13790 -0.86863
N -0.83377 0.10510 -0.94323
C -1.37337 -1.11030 -0.95653
C -2.75107 -1.26290 -0.92343
N -3.58787 -0.23550 -0.85673
H -3.44807 2.94770 -0.55753
H -4.82077 1.91330 -0.50803
H -1.17947 2.11560 -0.83413
H -0.68527 -1.94170 -0.98483
H -3.22347 -2.23380 -0.94153
*
```

***

Entry 4:
The following is a DFT calculation (ωB97M-V with the def2-TZVPD basis set) of 2 unconnected molecules or ions with the total composition C20H17F2O in a non-equilibrium geometry.

* frontier orbital gap: 0.1838 hartree
* maximum force: 1.94 eV Å⁻¹
* total energy: -1046.99062 a.u.

```
! RIJCOSX wB97M-V def2-TZVPD def2/J DEFGRID3
* xyz 1 1
F 5.11689 -1.21363 -2.48128
C 3.88197 -0.64293 -2.32639
C 3.79770 0.64483 -1.80094
C 2.53877 1.19051 -1.62004
C 1.34621 0.46962 -1.93724
C 0.10893 1.06515 -1.54434
C -1.21643 0.85012 -2.02868
C -2.17765 1.87115 -1.75123
C -3.52531 1.70332 -2.01631
C -3.93547 0.49499 -2.57516
F -5.26997 0.29239 -2.80506
C -3.04641 -0.51785 -2.92568
C -1.69154 -0.32643 -2.67984
C 1.50514 -0.81903 -2.52611
C 2.76430 -1.37773 -2.71281
H 4.69827 1.20015 -1.54881
H 2.43462 2.19852 -1.21717
H 0.21796 1.95270 -0.91415
H -1.82085 2.80328 -1.31171
H -4.24763 2.48758 -1.79949
H -3.39872 -1.43502 -3.39125
H -1.00065 -1.10614 -2.97949
H 0.63802 -1.40124 -2.81750
H 2.86944 -2.36571 -3.15450
C 0.56463 -0.54898 5.97067
O -0.52345 -0.24022 5.07188
C -0.34943 -0.34773 3.72510
C -1.49182 -0.07714 2.93848
C -1.42953 -0.21207 1.55867
C -0.23389 -0.58198 0.93423
C 0.90258 -0.83730 1.70990
C 0.86782 -0.71971 3.10243
H 0.15450 -0.32651 6.95892
H 0.84421 -1.61254 5.91013
H 1.44310 0.08412 5.77331
H -2.40239 0.22131 3.45600
H -2.32401 -0.02118 0.96374
H -0.20298 -0.75109 -0.14091
H 1.83548 -1.13239 1.22433
H 1.75760 -0.91521 3.70832
*
```

***

Entry 5:
The following is a DFT calculation (ωB97M-V with the def2-TZVPD basis set) of a molecular structure, C9H21AlNO2 in a non-equilibrium geometry.

* frontier orbital gap: 0.2790 hartree
* ΔE to the lowest compared entry with this formula, charge and spin: 24.77 kJ/mol
* maximum force: 1.92 eV Å⁻¹
* total energy: -803.22862 a.u.

```
! RIJCOSX wB97M-V def2-TZVPD def2/J DEFGRID3
* xyz -1 1
C 1.74174 -3.22266 -1.18358
C 1.10646 -1.85041 -0.91206
C 1.40549 -0.82362 -1.99459
C 0.62902 0.46411 -1.71016
N 1.19793 1.21634 -0.60711
Al 0.33196 1.07973 1.08203
C 0.75802 2.87729 2.04257
C 1.85237 2.76323 3.02337
O 1.97929 1.86617 3.79908
C -1.68749 0.86370 0.99142
C -2.18215 -0.59587 0.82880
C -2.85974 -0.90706 -0.49401
O -3.74053 0.10781 -0.94759
H 1.72962 -3.48065 -2.23522
H 1.15486 -3.97224 -0.66896
H 2.73469 -3.25677 -0.75574
H 0.03278 -1.98061 -0.90462
H 1.47837 -1.48815 0.03370
H 1.04623 -1.24465 -2.93461
H 2.46589 -0.61511 -2.03899
H 0.69200 1.04584 -2.63044
H -0.42282 0.19919 -1.57235
H 1.37016 2.17396 -0.87596
H 0.90697 -0.12397 1.98750
H 1.09101 3.61658 1.31166
H -0.12431 3.26652 2.53386
H 2.61988 3.57100 3.06191
H -2.14537 1.52978 0.26418
H -2.05700 1.18952 1.95709
H -1.35294 -1.26788 1.01979
H -2.90754 -0.80426 1.60636
H -2.14785 -1.16142 -1.27521
H -3.47572 -1.78781 -0.36074
H -3.22128 0.75238 -1.44138
*
```

***

Entry 6:
The following is a DFT calculation (ωB97M-V with the def2-TZVPD basis set) of a single C4H10OS molecule in a non-equilibrium geometry.

* frontier orbital gap: 0.3398 hartree
* ΔE to the lowest compared entry with this formula, charge and spin: 128.39 kJ/mol
* maximum force: 2.38 eV Å⁻¹
* total energy: -631.77578 a.u.

```
! RIJCOSX wB97M-V def2-TZVPD def2/J DEFGRID3
* xyz 0 1
C -2.40738 -1.33747 -0.49620
O -1.39886 -0.41419 -0.17109
C -0.44798 -0.83759 0.78388
C 0.74471 0.10442 0.76403
S 0.99410 0.59921 -1.06954
C 2.12091 1.94471 -0.78996
H -3.32664 -1.22516 0.14739
H -2.71251 -1.20163 -1.60356
H -1.96560 -2.34060 -0.29995
H -0.88811 -0.93624 1.85732
H -0.03300 -1.81840 0.51378
H 0.46933 1.08732 1.17923
H 1.68446 -0.24392 1.23404
H 3.02404 1.58662 -0.22355
H 1.63162 2.60417 -0.10198
H 2.51089 2.42874 -1.72384
*
```